Entry 1:
Here is an isolated ion of composition C3H7N2 and charge +1 at a distorted geometry from OMol25. Energies are from the ωB97M-V functional and the def2-TZVPD basis.

* gap between HOMO and LUMO: 10.264 eV
* HOMO energy: -15.47 eV
* spin multiplicity: 1
* ΔE to the lowest compared entry with this formula, charge and spin: 1.669 eV
* SMILES: [H]/N=C/C(C)=[NH2+]
* lowest unoccupied orbital energy: -5.20 eV
* charge: +1
* M: 71.10 g mol⁻¹
* energy: -227.693016 Ha

Each line ends with the Löwdin charge.
Geometry (Å):
H 3.10 -0.09 0.17  0.098
N 2.10 -0.26 0.13  0.080
C 1.23 0.64 0.00  -0.067
C -0.34 -0.04 -0.06  -0.180
C -1.70 0.57 -0.10  -0.006
N -0.09 -1.29 -0.03  0.199
H 1.58 1.83 0.09  0.191
H -1.97 0.92 0.89  0.091
H -2.46 -0.25 -0.50  0.151
H -1.58 1.65 -0.57  0.146
H -0.75 -2.05 -0.14  0.165
H 0.89 -1.62 0.14  0.132



Entry 2:
Here is C16H22N3 as an isolated structure at a distorted geometry from OMol25. Energies are from the ωB97M-V functional and the def2-TZVPD basis.

* gap between HOMO and LUMO: 8.533 eV
* HOMO energy: -12.10 eV
* spin multiplicity: 1
* lowest unoccupied orbital energy: -3.57 eV
* charge: +1
* M: 256.37 g mol⁻¹
* energy: -786.864484 Ha

Each line ends with the Löwdin charge.
Geometry (Å):
C -1.87 1.40 1.75  -0.126
C -1.86 1.69 3.27  -0.148
C -2.06 0.34 3.88  -0.007
C -1.99 -0.66 2.96  -0.021
C -1.70 -0.14 1.58  -0.161
C -2.37 -0.78 0.39  -0.187
C -2.06 -2.13 0.15  -0.042
C -2.28 -2.70 -1.10  -0.063
C -2.88 -1.96 -2.12  -0.071
C -3.34 -0.67 -1.84  -0.071
C -3.06 -0.07 -0.61  -0.027
H -2.78 1.78 1.26  0.119
H -1.02 1.88 1.27  0.094
H -0.86 2.13 3.47  0.128
H -2.59 2.45 3.59  0.127
H -2.20 0.24 4.97  0.127
H -2.14 -1.72 3.19  0.120
H -1.63 -2.73 0.97  0.118
H -1.98 -3.74 -1.28  0.112
H -3.03 -2.40 -3.11  0.119
H -3.88 -0.11 -2.61  0.117
H -3.42 0.95 -0.42  0.108
C 0.39 1.18 -1.27  -0.011
N 1.50 0.51 -0.67  -0.104
C 2.87 0.52 -1.17  -0.098
C 3.59 -0.42 -0.19  -0.103
N 2.51 -0.89 0.67  -0.095
C 2.80 -1.82 1.75  -0.018
C 1.33 -0.25 0.43  -0.277
N 0.17 -0.34 1.15  0.184
H -0.32 1.45 -0.48  0.067
H 0.71 2.07 -1.82  0.102
H -0.13 0.50 -1.97  0.106
H 2.91 0.14 -2.20  0.135
H 3.30 1.54 -1.15  0.135
H 4.09 -1.23 -0.75  0.132
H 4.38 0.13 0.35  0.133
H 1.87 -1.95 2.31  0.075
H 3.10 -2.81 1.38  0.103
H 3.59 -1.47 2.44  0.105
H 0.26 -1.06 1.86  0.065



Entry 3:
Here is C13H14ClIIrN2O8P2 as an isolated structure at a distorted geometry from OMol25. Energies are from the ωB97M-V functional and the def2-TZVPD basis.

* gap between HOMO and LUMO (spin up / spin down): 5.076 / 5.158 eV
* HOMO energy (spin up / spin down): -14.40 / -14.49 eV
* spin multiplicity: 2
* ΔE to the lowest compared entry with this formula, charge and spin: 3.826 eV
* lowest unoccupied orbital energy (spin up / spin down): -9.33 / -9.33 eV
* charge: +2
* M: 742.78 g mol⁻¹
* energy: -2759.700714 Ha

Each line ends with the Löwdin charge.
Geometry (Å):
Ir -0.07 -0.36 -0.41  1.670
Cl 4.91 -4.95 0.48  0.841
C 4.02 -3.51 0.27  -0.566
C 4.68 -2.31 0.18  -0.123
C 3.98 -1.10 0.00  -0.618
I 5.00 0.67 -0.11  1.128
C 2.60 -1.14 -0.11  -0.379
O 1.82 -0.07 -0.26  -0.226
C 1.93 -2.35 -0.03  -0.150
N 0.56 -2.24 -0.12  -0.055
C -0.16 -3.37 0.05  -0.047
C 0.43 -4.60 0.24  0.018
C 1.82 -4.71 0.31  0.063
C 2.59 -3.57 0.18  -0.141
H 5.76 -2.30 0.25  0.114
H -1.23 -3.27 0.02  0.100
H -0.20 -5.47 0.34  0.134
H 2.28 -5.68 0.47  0.124
C -1.00 3.85 1.67  -0.033
C -1.24 3.41 0.23  -0.575
O -2.34 4.13 -0.32  -0.024
P 0.28 3.41 -0.79  0.493
O 1.22 4.47 -0.13  -0.050
O -0.23 4.05 -2.14  -0.067
O 0.83 2.04 -0.91  -0.331
P -1.81 1.68 0.14  0.409
O -3.27 1.68 0.70  -0.058
O -1.63 1.12 -1.27  -0.349
O -0.99 0.70 1.04  -0.365
H -0.66 4.89 1.68  0.101
H -0.26 3.23 2.16  0.099
H -1.94 3.79 2.23  0.101
H -2.16 4.37 -1.25  0.104
H 2.17 4.29 -0.17  0.122
H 0.03 3.61 -2.96  0.127
H -3.81 2.44 0.40  0.120
C -4.47 -1.94 -0.40  0.023
C -3.07 -1.54 -0.46  -0.106
N -1.98 -1.20 -0.51  0.033
H -4.89 -1.56 0.53  0.114
H -4.55 -3.03 -0.43  0.109
H -4.99 -1.51 -1.25  0.116



Entry 4:
Here is CH3IS2 as an isolated structure at a distorted geometry from OMol25. Energies are from the ωB97M-V functional and the def2-TZVPD basis.

* gap between HOMO and LUMO: 8.581 eV
* HOMO energy: -8.75 eV
* spin multiplicity: 1
* ΔE to the lowest compared entry with this formula, charge and spin: 3.011 eV
* lowest unoccupied orbital energy: -0.17 eV
* M: 206.07 g mol⁻¹
* energy: -1133.849274 Ha

Each line ends with the Löwdin charge.
Geometry (Å):
C -0.13 0.76 -0.53  -1.320
S -0.36 -1.40 1.55  0.311
S -0.38 -0.97 -0.48  0.272
I -0.19 1.46 -2.45  0.763
H -0.81 1.35 0.17  -0.006
H 1.46 1.31 0.12  0.176
H 0.41 -2.50 1.63  -0.196



Entry 5:
Here is one molecule with the formula C3H7N3O from OMol25. Energies are from the ωB97M-V functional and the def2-TZVPD basis.

* gap between HOMO and LUMO: 10.416 eV
* HOMO energy: -9.69 eV
* spin multiplicity: 1
* ΔE to the lowest compared entry with this formula, charge and spin: 0.939 eV
* SMILES: [H]/N=C/NC(=O)NC
* lowest unoccupied orbital energy: 0.73 eV
* M: 101.11 g mol⁻¹
* energy: -358.015365 Ha

Each line ends with the Löwdin charge.
Geometry (Å):
H -0.23 2.92 -1.27  0.048
N 0.43 2.17 -1.49  0.111
C -0.12 1.05 -1.27  -0.302
N 0.57 -0.16 -1.46  0.091
C 0.61 -1.04 -0.39  -0.572
O 0.75 -2.24 -0.47  0.072
N 0.42 -0.34 0.79  -0.018
C -0.52 -0.77 1.80  -0.082
H -1.14 0.93 -0.88  0.129
H 0.81 -0.50 -2.38  0.147
H 0.79 0.59 0.84  0.121
H -1.45 -1.13 1.33  0.088
H -0.78 0.10 2.41  0.084
H -0.13 -1.57 2.44  0.081



Entry 6:
Here is one molecule with the formula C2H7N3 at a distorted geometry from OMol25. Energies are from the ωB97M-V functional and the def2-TZVPD basis.

* gap between HOMO and LUMO: 9.946 eV
* HOMO energy: -8.91 eV
* spin multiplicity: 1
* ΔE to the lowest compared entry with this formula, charge and spin: 4.096 eV
* SMILES: [H]/N=N/NCC
* lowest unoccupied orbital energy: 1.03 eV
* M: 73.10 g mol⁻¹
* energy: -244.524849 Ha

Each line ends with the Löwdin charge.
Geometry (Å):
H 3.07 1.90 -1.07  0.033
N 2.47 1.38 -0.49  0.020
N 1.67 0.65 -1.04  -0.004
N 0.72 -0.30 0.08  -0.053
C -0.65 -0.19 -0.27  -0.444
C -1.48 -0.86 0.76  -0.144
H 1.05 0.17 0.91  0.060
H -0.77 -0.66 -1.39  0.159
H -0.85 0.87 -0.46  0.088
H -2.54 -0.70 0.20  0.123
H -1.05 -1.85 0.97  0.065
H -1.63 -0.40 1.82  0.096



Entry 7:
Here is a 2-piece molecular cluster, C16H17N overall at a distorted geometry from OMol25. Energies are from the ωB97M-V functional and the def2-TZVPD basis.

* gap between HOMO and LUMO: 8.771 eV
* HOMO energy: -7.91 eV
* spin multiplicity: 1
* ΔE to the lowest compared entry with this formula, charge and spin: 0.484 eV
* SMILES: Cc1c[nH]c2ccccc12.Cc1ccccc1
* lowest unoccupied orbital energy: 0.86 eV
* M: 223.32 g mol⁻¹
* energy: -674.638834 Ha

Each line ends with the Löwdin charge.
Geometry (Å):
C 2.61 1.92 1.84  -0.046
C 1.48 0.99 2.16  -0.252
C 1.49 0.02 3.10  -0.054
N 0.21 -0.47 3.25  0.080
C -0.61 0.13 2.34  -0.225
C -1.92 -0.21 2.00  -0.030
C -2.49 0.48 0.94  -0.106
C -1.79 1.54 0.33  -0.105
C -0.52 1.90 0.70  -0.030
C 0.15 1.10 1.63  -0.158
H 3.58 1.46 2.07  0.076
H 2.60 2.92 2.25  0.074
H 2.63 2.04 0.75  0.071
H 2.37 -0.36 3.59  0.123
H -0.12 -1.16 3.90  0.150
H -2.40 -1.10 2.37  0.107
H -3.51 0.28 0.63  0.097
H -2.41 2.06 -0.39  0.098
H -0.04 2.81 0.36  0.113
C -2.01 -2.07 -3.11  -0.062
C -0.71 -1.42 -2.76  -0.279
C -0.37 -1.11 -1.45  -0.041
C 0.85 -0.52 -1.14  -0.076
C 1.77 -0.27 -2.16  -0.091
C 1.48 -0.62 -3.47  -0.088
C 0.22 -1.13 -3.76  -0.060
H -2.44 -2.66 -2.30  0.075
H -1.92 -2.73 -3.97  0.072
H -2.80 -1.39 -3.44  0.082
H -1.05 -1.32 -0.64  0.098
H 1.17 -0.47 -0.13  0.084
H 2.68 0.24 -1.88  0.097
H 2.21 -0.52 -4.25  0.097
H -0.04 -1.33 -4.79  0.109



Entry 8:
Here is one molecule with the formula C5H10O2 at a distorted geometry from OMol25. Energies are from the ωB97M-V functional and the def2-TZVPD basis.

* gap between HOMO and LUMO: 10.488 eV
* HOMO energy: -9.53 eV
* spin multiplicity: 1
* ΔE to the lowest compared entry with this formula, charge and spin: 3.001 eV
* SMILES: C=CC[C@@H](O)CO
* lowest unoccupied orbital energy: 0.96 eV
* M: 102.13 g mol⁻¹
* energy: -346.915165 Ha

Each line ends with the Löwdin charge.
Geometry (Å):
C -1.71 1.41 -0.31  0.012
C -1.76 0.31 0.45  -0.185
C -0.91 -0.86 -0.02  -0.126
C 0.49 -0.26 -0.43  -0.365
O 0.59 1.06 0.08  -0.102
C 1.69 -0.98 0.17  -0.243
O 2.86 -0.28 -0.16  -0.056
H -1.93 2.42 0.04  0.082
H -1.32 1.37 -1.33  0.087
H -2.25 0.31 1.42  0.106
H -0.78 -1.63 0.74  0.113
H -1.38 -1.33 -0.89  0.116
H 0.59 -0.24 -1.53  0.151
H -0.14 1.06 0.76  0.074
H 1.53 -1.01 1.26  0.127
H 1.79 -2.00 -0.21  0.127
H 2.64 0.66 -0.04  0.082



Entry 9:
Here is one molecule with the formula C19H19N5O3 at a distorted geometry from OMol25. Energies are from the ωB97M-V functional and the def2-TZVPD basis.

* gap between HOMO and LUMO: 8.548 eV
* HOMO energy: -8.30 eV
* spin multiplicity: 1
* ΔE to the lowest compared entry with this formula, charge and spin: 3.253 eV
* SMILES: CCOc1cc(C#N)c(NC(=O)Cn2nnc3ccccc32)cc1OCC
* lowest unoccupied orbital energy: 0.25 eV
* M: 365.39 g mol⁻¹
* energy: -1234.892923 Ha

Each line ends with the Löwdin charge.
Geometry (Å):
C -5.00 -1.29 2.14  -0.057
C -5.26 -0.66 0.78  -0.234
O -4.30 0.33 0.45  -0.080
C -3.04 -0.02 0.06  -0.178
C -2.64 -1.33 -0.16  0.048
C -1.34 -1.66 -0.53  -0.159
C -1.06 -3.01 -0.84  -0.203
N -0.91 -4.10 -1.15  0.181
C -0.39 -0.65 -0.67  -0.175
N 0.95 -0.92 -0.99  0.141
C 1.68 -1.90 -0.42  -0.446
O 1.29 -2.70 0.40  0.091
C 3.14 -1.91 -0.94  -0.011
N 3.76 -0.62 -0.81  -0.066
N 3.29 0.44 -1.48  0.022
N 3.95 1.49 -1.20  0.082
C 4.91 1.16 -0.30  -0.224
C 5.90 1.92 0.33  -0.012
C 6.73 1.27 1.21  -0.087
C 6.60 -0.11 1.47  -0.079
C 5.64 -0.88 0.86  -0.010
C 4.80 -0.23 -0.03  -0.152
C -0.79 0.67 -0.50  0.084
C -2.10 1.01 -0.16  -0.180
O -2.29 2.34 -0.01  -0.026
C -3.57 2.94 -0.10  -0.229
C -4.18 2.81 -1.49  -0.055
H -5.79 -1.99 2.37  0.080
H -4.05 -1.82 2.16  0.070
H -4.98 -0.52 2.91  0.081
H -5.32 -1.42 -0.01  0.119
H -6.20 -0.11 0.80  0.127
H -3.34 -2.14 -0.05  0.121
H 1.46 -0.18 -1.47  0.110
H 3.71 -2.64 -0.37  0.133
H 3.12 -2.21 -1.99  0.141
H 5.99 2.98 0.13  0.113
H 7.50 1.82 1.72  0.102
H 7.28 -0.56 2.17  0.105
H 5.55 -1.93 1.07  0.109
H -0.09 1.47 -0.64  0.136
H -4.25 2.54 0.66  0.113
H -3.37 4.00 0.12  0.125
H -5.10 3.39 -1.55  0.078
H -3.48 3.18 -2.24  0.081
H -4.41 1.77 -1.71  0.070



Question: Among the records above, which one has the highest energy?
Answer: C3H7N2



Question: Among the records above, which one has the lowest energy?
Answer: C13H14ClIIrN2O8P2